Entry 1:
DFT (ωB97M-V/def2-TZVPD) results for a 2-piece molecular cluster, C4H12 overall in a non-equilibrium geometry.

Each line ends with the Mulliken charge.
Positions of all 16 atoms, in Å:
C  -2.162  0.270  -0.998  -0.84
C  -1.269  1.537  -0.792  -0.91
H  -2.517  -0.046  -0.045  0.32
H  -2.816  0.129  -1.938  0.29
H  -1.458  -0.492  -1.160  0.26
H  -0.556  1.672  -1.653  0.23
H  -0.690  1.623  0.094  0.29
H  -1.827  2.384  -0.847  0.37
C  2.401  -0.820  0.613  -0.87
C  1.004  -0.936  1.247  -0.57
H  2.294  -0.208  -0.337  0.22
H  3.145  -0.272  1.118  0.32
H  2.850  -1.755  0.404  0.30
H  0.231  -0.144  1.088  0.11
H  0.599  -1.797  0.596  0.18
H  0.902  -1.402  2.261  0.29

Summary:
Gap between HOMO and LUMO, eV: 12.47
Structure (SMILES): CC.CC
DFT total energy, Eh: -159.54103
HOMO level, eV: -11.344
Energy relative to the best compared isomer or geometry (same formula, charge and spin), kcal per mole: 27.6

Entry 2:
DFT (ωB97M-V/def2-TZVPD) results for a 2-piece molecular cluster, C4H12 overall in a non-equilibrium geometry.

Each line ends with the Mulliken charge.
Positions of all 16 atoms, in Å:
C  -1.115  -1.323  1.237  -0.85
C  -0.753  -0.036  1.914  -0.76
H  -1.736  -1.145  0.349  0.25
H  -0.322  -2.009  0.936  0.28
H  -1.706  -2.025  1.839  0.34
H  -0.328  -0.357  2.879  0.29
H  -1.520  0.697  2.137  0.28
H  0.101  0.451  1.446  0.20
C  1.158  0.044  -1.891  -0.80
C  0.697  1.389  -1.319  -0.65
H  2.025  -0.355  -1.376  0.27
H  0.334  -0.664  -1.851  0.22
H  1.428  0.093  -2.945  0.32
H  1.603  1.923  -1.047  0.24
H  0.091  1.275  -0.415  0.03
H  0.041  2.042  -1.895  0.34

Summary:
Gap between HOMO and LUMO, eV: 12.48
Structure (SMILES): CC.CC
DFT total energy, Eh: -159.57012
HOMO level, eV: -11.318
Energy relative to the best compared isomer or geometry (same formula, charge and spin), kcal per mole: 9.3

Entry 3:
DFT (ωB97M-V/def2-TZVPD) results for a 2-piece molecular cluster, C4H12 overall in a non-equilibrium geometry.

Each line ends with the Mulliken charge.
Positions of all 16 atoms, in Å:
C  0.228  -0.635  -1.690  -0.71
C  0.254  -0.834  -3.237  -0.93
H  1.028  0.015  -1.323  0.31
H  -0.756  -0.254  -1.335  0.21
H  0.321  -1.610  -1.146  0.28
H  1.083  -0.358  -3.732  0.28
H  0.475  -1.892  -3.518  0.27
H  -0.702  -0.750  -3.729  0.29
C  -0.700  0.574  1.962  -0.80
C  0.225  1.069  3.070  -0.73
H  -0.841  1.208  1.025  0.26
H  -0.258  -0.250  1.436  0.22
H  -1.723  0.326  2.272  0.33
H  0.522  0.046  3.542  0.20
H  -0.300  1.796  3.705  0.26
H  1.144  1.547  2.699  0.25

Summary:
Gap between HOMO and LUMO, eV: 12.36
Structure (SMILES): CC.CC
DFT total energy, Eh: -159.55708
HOMO level, eV: -11.263
Energy relative to the best compared isomer or geometry (same formula, charge and spin), kcal per mole: 17.5

Entry 4:
DFT (ωB97M-V/def2-TZVPD) results for a 2-piece molecular cluster, C4H12 overall in a non-equilibrium geometry.

Each line ends with the Mulliken charge.
Positions of all 16 atoms, in Å:
C  -1.231  1.615  -0.143  -0.82
C  -1.576  0.859  1.238  -0.73
H  -0.159  2.007  -0.053  0.21
H  -1.242  0.935  -0.924  0.20
H  -1.725  2.492  -0.286  0.41
H  -0.832  0.028  1.520  0.13
H  -1.716  1.543  1.944  0.36
H  -2.483  0.362  1.083  0.28
C  1.306  -1.047  -1.320  -0.72
C  1.412  -1.398  0.152  -0.65
H  0.303  -0.803  -1.765  0.17
H  1.907  -0.132  -1.325  0.22
H  1.613  -1.779  -2.015  0.34
H  2.505  -1.381  0.435  0.27
H  1.060  -2.458  0.398  0.24
H  0.857  -0.843  1.062  0.10

Summary:
Gap between HOMO and LUMO, eV: 12.40
Structure (SMILES): CC.CC
DFT total energy, Eh: -159.53296
HOMO level, eV: -11.231
Energy relative to the best compared isomer or geometry (same formula, charge and spin), kcal per mole: 32.6

Entry 5:
DFT (ωB97M-V/def2-TZVPD) results for a 2-piece molecular cluster, C4H12 overall in a non-equilibrium geometry.

Each line ends with the Mulliken charge.
Positions of all 16 atoms, in Å:
C  -1.218  0.301  1.783  -0.71
C  -1.006  -1.189  1.403  -0.77
H  -2.213  0.443  1.775  0.29
H  -0.961  0.701  2.825  0.31
H  -0.573  0.973  1.032  0.12
H  -1.813  -1.894  1.626  0.36
H  -0.155  -1.636  2.067  0.21
H  -0.827  -1.370  0.322  0.19
C  0.543  0.720  -1.951  -0.80
C  1.717  0.147  -1.205  -0.68
H  0.766  1.802  -2.374  0.26
H  0.037  0.262  -2.849  0.32
H  -0.471  0.708  -1.377  0.16
H  1.746  -0.924  -1.229  0.26
H  1.590  0.749  -0.244  0.17
H  2.657  0.313  -1.751  0.33

Summary:
Gap between HOMO and LUMO, eV: 12.35
Structure (SMILES): CC.CC
DFT total energy, Eh: -159.52326
HOMO level, eV: -11.204
Energy relative to the best compared isomer or geometry (same formula, charge and spin), kcal per mole: 38.7

Entry 6:
DFT (ωB97M-V/def2-TZVPD) results for a 2-piece molecular cluster, C4H12 overall in a non-equilibrium geometry.

Each line ends with the Mulliken charge.
Positions of all 16 atoms, in Å:
C  1.786  1.602  -0.016  -0.73
C  0.495  2.439  -0.019  -0.76
H  2.327  1.690  0.928  0.25
H  1.564  0.563  -0.254  0.17
H  2.483  1.946  -0.776  0.30
H  -0.316  1.894  0.442  0.21
H  0.240  2.730  -1.034  0.26
H  0.638  3.353  0.560  0.31
C  -0.948  -1.284  0.109  -0.66
C  -1.315  -2.756  -0.071  -1.06
H  -1.342  -0.944  1.072  0.29
H  0.122  -1.116  0.182  0.17
H  -1.458  -0.685  -0.633  0.33
H  -0.874  -3.154  -0.978  0.31
H  -2.393  -2.886  -0.141  0.30
H  -0.889  -3.341  0.735  0.31

Summary:
Gap between HOMO and LUMO, eV: 12.88
Structure (SMILES): CC.CC
DFT total energy, Eh: -159.58048
HOMO level, eV: -11.703
Energy relative to the best compared isomer or geometry (same formula, charge and spin), kcal per mole: 2.8

Entry 7:
DFT (ωB97M-V/def2-TZVPD) results for a 2-piece molecular cluster, C4H12 overall in a non-equilibrium geometry.

Each line ends with the Mulliken charge.
Positions of all 16 atoms, in Å:
C  -0.436  2.473  0.472  -0.70
C  -1.487  2.375  -0.659  -0.90
H  -0.750  1.750  1.217  0.22
H  0.592  2.370  0.112  0.26
H  -0.451  3.488  0.917  0.28
H  -1.607  1.409  -1.179  0.28
H  -1.235  2.932  -1.596  0.28
H  -2.495  2.662  -0.367  0.28
C  0.496  -3.043  0.181  -0.81
C  1.482  -1.835  0.154  -0.78
H  0.828  -3.726  -0.684  0.24
H  0.389  -3.477  1.153  0.32
H  -0.440  -2.621  -0.184  0.24
H  2.489  -2.096  0.392  0.33
H  1.518  -1.428  -0.899  0.25
H  1.106  -1.234  0.970  0.21

Summary:
Gap between HOMO and LUMO, eV: 12.51
Structure (SMILES): CC.CC
DFT total energy, Eh: -159.56135
HOMO level, eV: -11.457
Energy relative to the best compared isomer or geometry (same formula, charge and spin), kcal per mole: 14.8

Entry 8:
DFT (ωB97M-V/def2-TZVPD) results for a 2-piece molecular cluster, C4H12 overall in a non-equilibrium geometry.

Each line ends with the Mulliken charge.
Positions of all 16 atoms, in Å:
C  -1.009  1.591  -0.084  -0.44
C  -1.711  2.089  1.144  -0.88
H  -1.126  0.465  -0.138  0.02
H  -1.349  1.965  -1.064  0.32
H  0.139  1.597  -0.004  0.21
H  -1.960  3.230  1.266  0.25
H  -2.619  1.477  1.343  0.25
H  -1.096  1.862  2.020  0.27
C  0.941  -1.345  -0.914  -0.56
C  1.749  -2.334  -0.140  -0.88
H  -0.147  -1.131  -0.637  0.12
H  1.359  -0.274  -0.700  0.12
H  0.829  -1.299  -2.048  0.35
H  1.350  -3.056  0.528  0.35
H  2.652  -1.881  0.340  0.24
H  2.145  -2.960  -0.936  0.25

Summary:
Gap between HOMO and LUMO, eV: 12.18
Structure (SMILES): CC.CC
DFT total energy, Eh: -159.53923
HOMO level, eV: -11.059
Energy relative to the best compared isomer or geometry (same formula, charge and spin), kcal per mole: 28.7